Molecular formula: C25H24Br3F3O4S
Method: DFT, the ωB97M-V functional and the def2-TZVPD basis

Each line ends with the Löwdin charge.
CARTESIAN COORDINATES (ANGSTROEM)
C (6.513, -2.732, 0.889)  -0.0925
C (5.439, -2.911, -0.296)  -0.2159
C (4.771, -1.503, -0.709)  -0.3354
C (5.060, -1.315, -2.261)  -0.1033
C (3.258, -1.615, -0.351)  -0.1818
C (2.351, -2.597, -0.998)  -0.4576
S (2.926, -3.799, -2.270)  0.7581
C (0.920, -2.692, -0.670)  -0.0162
C (0.389, -1.764, 0.327)  -0.0493
C (1.269, -0.771, 0.975)  -0.0730
C (2.692, -0.693, 0.645)  -0.4352
Br (3.774, 0.685, 1.538)  0.8175
C (0.571, 0.203, 1.992)  -0.2877
O (1.053, 0.545, 3.039)  0.0861
C (-0.861, 0.663, 1.539)  0.0087
C (-1.260, 2.059, 1.756)  -0.0605
C (-0.329, 3.122, 2.412)  -0.1161
O (0.888, 3.351, 1.658)  0.0368
C (1.815, 3.956, 2.488)  -0.6156
F (1.254, 4.933, 3.277)  0.1234
F (2.824, 4.527, 1.767)  0.1421
F (2.402, 3.048, 3.342)  0.0946
C (-2.615, 2.413, 1.294)  0.0612
C (-3.496, 1.436, 0.633)  -0.0906
C (-4.911, 1.986, 0.210)  -0.1842
O (-4.781, 3.349, -0.189)  -0.2107
C (-4.045, 3.500, -1.414)  -0.0911
C (-3.065, 0.037, 0.390)  -0.1375
C (-3.954, -1.006, -0.344)  -0.6606
Br (-5.466, -1.496, 0.830)  0.7484
C (-4.366, -0.574, -1.824)  -0.6956
C (-5.774, -1.146, -2.211)  -0.2190
Br (-3.045, -1.463, -3.046)  0.6596
C (-1.737, -0.324, 0.881)  0.0059
C (-1.119, -1.761, 0.758)  -0.2719
O (-1.719, -2.777, 1.006)  0.1186
H (6.506, -1.682, 1.292)  0.0630
H (6.242, -3.477, 1.682)  0.0699
H (7.532, -2.930, 0.452)  0.0709
H (4.647, -3.619, 0.046)  0.0867
H (5.992, -3.354, -1.166)  0.0967
H (5.318, -0.691, -0.179)  0.0676
H (6.102, -0.881, -2.331)  0.0877
H (4.343, -0.629, -2.780)  0.0835
H (5.110, -2.287, -2.818)  0.0356
H (2.826, -3.051, -3.429)  -0.0969
H (0.228, -3.429, -1.132)  0.1146
H (-0.908, 4.088, 2.422)  0.1358
H (-0.136, 2.854, 3.482)  0.1464
H (-2.924, 3.473, 1.471)  0.1284
H (-5.442, 1.342, -0.536)  0.1040
H (-5.543, 1.983, 1.144)  0.1418
H (-3.709, 2.535, -1.867)  0.0835
H (-3.117, 4.119, -1.237)  0.0975
H (-4.685, 4.116, -2.107)  0.1001
H (-3.338, -1.938, -0.466)  0.0496
H (-4.246, 0.516, -2.020)  0.0577
H (-5.814, -2.251, -2.002)  0.0752
H (-6.622, -0.640, -1.672)  0.0632
H (-5.988, -1.038, -3.313)  0.0777

total energy	-9687.718297	Eh
largest force on an atom	2.87	eV Å⁻¹
HOMO-LUMO gap	8.29	eV
SMILES	CC[C@@H](C)c1c(S)cc2c(c1Br)C(=O)c1c(COC(F)(F)F)cc(COC)c([C@@H](Br)[C@H](C)Br)c1C2=O
multiplicity	1


Molecular formula: C3H8OP2
Method: DFT, the ωB97M-V functional and the def2-TZVPD basis

Each line ends with the Löwdin charge.
CARTESIAN COORDINATES (ANGSTROEM)
C (0.231, 0.466, 0.282)  -0.7392
C (-0.878, 1.476, 0.077)  -0.1459
C (-1.471, -1.128, -0.060)  -0.1020
O (-0.160, -0.839, 0.311)  -0.2071
P (1.841, 1.067, 0.228)  0.5781
P (2.758, -0.797, 0.460)  0.3956
H (-1.727, 1.173, 0.675)  0.0777
H (-0.492, 2.361, 0.410)  0.0220
H (-1.090, 1.495, -1.049)  0.1217
H (-1.828, -0.218, -0.564)  0.0593
H (-2.131, -1.402, 0.833)  0.1236
H (-1.539, -1.955, -0.758)  0.0900
H (2.368, -1.395, -0.757)  -0.1615
H (4.116, -0.303, -0.088)  -0.1124

total energy	-876.955242	Eh
largest force on an atom	3.02	eV Å⁻¹
HOMO-LUMO gap	8.58	eV
SMILES	COC(C)=P#[PH2]
multiplicity	1


Molecular formula: C2H3IO2S
Method: DFT, the ωB97M-V functional and the def2-TZVPD basis

Each line ends with the Löwdin charge.
CARTESIAN COORDINATES (ANGSTROEM)
C (0.034, 0.610, 0.405)  -0.0420
C (-0.075, -0.064, -0.738)  -0.1498
O (-1.251, 0.164, -3.260)  -0.3940
O (-0.017, 2.192, -2.399)  -0.3755
S (-0.896, 1.071, -2.184)  0.7746
I (-3.994, 0.084, 0.779)  0.0432
H (0.499, 0.047, 1.143)  0.0417
H (-0.393, 1.610, 0.633)  0.0865
H (0.229, -0.983, -0.891)  0.0155

total energy	-924.226976	Eh
largest force on an atom	7.32	eV Å⁻¹
HOMO-LUMO gap (alpha / beta)	8.39 / 5.97	eV
multiplicity	1


Molecular formula: C4H6O2
Method: DFT, the ωB97M-V functional and the def2-TZVPD basis

Each line ends with the Löwdin charge.
CARTESIAN COORDINATES (ANGSTROEM)
C (-1.273, -0.933, 0.305)  -0.0374
C (0.472, 0.170, -0.628)  -0.0897
C (-0.178, 1.349, -0.124)  -0.0660
O (-0.405, 0.173, 0.774)  -0.1534
C (1.810, -0.209, -0.315)  -0.3237
O (2.735, 0.044, -1.068)  -0.0012
H (-1.806, -1.214, 1.204)  0.0903
H (-1.926, -0.595, -0.502)  0.1029
H (-0.689, -1.782, -0.075)  0.0958
H (0.426, 2.105, 0.387)  0.1316
H (-1.104, 1.746, -0.549)  0.1197
H (1.937, -0.852, 0.592)  0.1312

total energy	-306.303495	Eh
largest force on an atom	1.00	eV Å⁻¹
HOMO-LUMO gap	8.99	eV
multiplicity	1